DFT (ωB97M-V with the def2-TZVPD basis set) results for a 2-piece molecular cluster, C4H12N3P overall.

Structure (XYZ):
```
20
Properties=species:S:1:pos:R:3
C 1.9045 -0.2646 0.1691
C -1.8383 -0.3645 -0.1953
C 2.3548 -1.4536 -0.4397
C -3.0496 1.6122 0.0569
N 2.4269 0.8951 -0.2177
N 0.9505 -0.2783 1.1762
N -1.9620 0.8808 -0.4414
P -1.4200 -1.8673 0.1920
H 2.9416 -2.0285 0.2596
H 3.1320 -1.5182 -1.2724
H 1.5433 -1.9711 -0.9011
H -2.9106 1.4992 1.2406
H -4.0107 1.0985 -0.1176
H -3.0347 2.6787 -0.2588
H 3.1206 0.8921 -0.8926
H 2.3189 1.7932 0.1290
H 0.8423 -1.1157 1.7077
H -1.5202 1.2625 -1.2312
H -2.5770 -2.3390 -0.5857
H 0.7877 0.5884 1.6225
```

Summary:
Strongest force on any atom in Eh/bohr: 0.100
Frontier orbital gap in eV: 10.184
Total charge: +2
2S+1: 1

DFT (ωB97M-V with the def2-TZVPD basis set) results for C5H7N as an isolated structure.

Structure (XYZ):
```
13
Properties=species:S:1:pos:R:3
C 1.0469 -0.2501 0.6915
C 0.6526 0.5915 -0.6075
C -0.2911 -0.9086 0.1999
C -1.2783 0.3359 0.5927
C -0.7111 1.2510 -0.1580
H 1.0177 0.2290 1.7410
H 1.8402 -1.1149 0.6312
H 1.3502 1.2314 -1.1064
H 0.6426 -1.2549 -1.7447
H -0.5900 -1.9349 0.7633
H -2.4794 0.2647 0.6815
H -1.1861 2.2017 -0.4160
N -0.0142 -0.6418 -1.2685
```

Summary:
Strongest force on any atom in Eh/bohr: 0.089
Frontier orbital gap in eV: 10.387
2S+1: 1

DFT (ωB97M-V with the def2-TZVPD basis set) results for C15H11FeI2N4OSSe as an isolated structure.

Structure (XYZ):
```
36
Properties=species:S:1:pos:R:3
Fe -0.0564 -1.4213 0.6661
I 5.4180 3.9295 -0.2858
C 4.0962 2.2926 -0.2627
C 4.6020 1.0089 -0.1275
C 3.7217 -0.0548 -0.1389
I 4.3761 -2.0317 0.0795
C 2.3337 0.1237 -0.3042
O 1.5133 -0.8943 -0.3497
C 1.8584 1.4415 -0.4192
C 0.3821 1.6207 -0.5808
N -0.3312 1.0837 0.5883
C -1.7489 1.4036 0.5597
C -2.5031 0.4248 -0.2971
C -3.6189 0.7933 -1.0313
C -4.2919 -0.1702 -1.7658
C -3.8181 -1.4745 -1.7471
C -2.7048 -1.7599 -0.9806
N -2.0606 -0.8274 -0.2714
C 2.7345 2.5116 -0.3937
H 5.6632 0.8339 -0.0246
H 0.1546 2.6829 -0.7340
H 0.0407 1.0653 -1.4603
H 0.0877 1.4611 1.4310
H -2.1341 1.3187 1.5791
H -1.9420 2.4232 0.2060
H -3.9582 1.8200 -1.0146
H -5.1684 0.0925 -2.3425
H -4.3035 -2.2562 -2.3128
H -2.2987 -2.7625 -0.9276
H 2.3534 3.5211 -0.4861
Se -0.0702 -6.1924 0.8784
C -0.2080 -4.4986 0.5631
N -0.3041 -3.3399 0.3494
S 1.2375 -1.6010 5.1279
C 0.6910 -1.3758 3.6598
N 0.2571 -1.1922 2.5699
```

Summary:
Strongest force on any atom in Eh/bohr: 0.037
<S²>: 8.773
Frontier orbital gap (alpha / beta) in eV: 7.661 / 6.238
2S+1: 6

DFT (ωB97M-V with the def2-TZVPD basis set) results for a 2-piece molecular cluster, C3H10NPS2 overall.

Structure (XYZ):
```
17
Properties=species:S:1:pos:R:3
C 2.0046 1.5529 0.5511
C -1.3102 2.1560 -1.1986
C 1.2597 0.4560 1.2249
N -0.6010 -2.1250 -0.7466
P -0.7868 -0.5600 -0.2733
S -2.2716 -0.4035 1.0310
S -1.1957 0.5683 -2.0303
H 1.6175 1.5750 -0.5513
H 1.9123 2.4797 1.1306
H 3.1051 1.2423 0.3478
H -1.9793 2.8346 -1.6291
H -0.3173 2.6174 -1.2412
H -1.5039 2.1317 -0.0607
H 0.4625 0.8898 1.8423
H 1.8673 -0.3519 1.6740
H -1.5264 -2.6757 -0.7157
H 0.0775 -2.4170 -1.4391
```

Summary:
Strongest force on any atom in Eh/bohr: 0.069
Frontier orbital gap (alpha / beta) in eV: 7.009 / 7.216
2S+1: 1

Copy entry 2 word for word.
DFT (ωB97M-V with the def2-TZVPD basis set) results for C5H7N as an isolated structure.

Structure (XYZ):
```
13
Properties=species:S:1:pos:R:3
C 1.0469 -0.2501 0.6915
C 0.6526 0.5915 -0.6075
C -0.2911 -0.9086 0.1999
C -1.2783 0.3359 0.5927
C -0.7111 1.2510 -0.1580
H 1.0177 0.2290 1.7410
H 1.8402 -1.1149 0.6312
H 1.3502 1.2314 -1.1064
H 0.6426 -1.2549 -1.7447
H -0.5900 -1.9349 0.7633
H -2.4794 0.2647 0.6815
H -1.1861 2.2017 -0.4160
N -0.0142 -0.6418 -1.2685
```

Summary:
Strongest force on any atom in Eh/bohr: 0.089
Frontier orbital gap in eV: 10.387
2S+1: 1

Which formula does entry 3 have? C15H11FeI2N4OSSe

Number 2 is which compound? C5H7N

The lowest strongest force on any atom belongs to which entry? C15H11FeI2N4OSSe